This record from the Open Molecules 2025 dataset describes 16 unconnected molecules or ions with the total composition C16H64O16 in a non-equilibrium geometry. The level of theory is ωB97M-V/def2-TZVPD.

XYZ file:
```
96
Properties=species:S:1:pos:R:3:forces:R:3
C 0.00137 -0.57390 -1.14337 -0.01 0.50 0.01
C -0.50024 -0.01538 0.19614 1.19 -0.38 -1.04
O 0.28309 -0.60969 1.22456 -0.53 0.55 0.52
H -0.51230 -0.09053 -1.97439 -0.02 -0.10 -0.16
H -0.12722 -1.65454 -1.20479 -0.36 -0.06 0.02
H 1.07572 -0.43994 -1.26955 0.07 0.32 0.12
H -1.57660 -0.18320 0.23329 -0.15 -0.18 0.58
H -0.31643 1.05392 0.30068 -0.15 -0.01 -0.25
H 0.25144 -1.56351 1.12047 0.03 -0.54 -0.02
C -2.11146 3.17446 1.63167 -0.50 -1.26 -1.06
C -1.71360 3.65937 2.97849 0.34 1.18 -0.38
O -0.28577 3.59583 3.10104 -0.19 0.54 0.35
H -1.85101 2.12171 1.52225 -0.28 -0.16 0.14
H -1.62955 3.64224 0.77316 0.45 0.56 0.41
H -3.17117 3.28903 1.40363 -0.15 -0.20 0.46
H -2.17299 3.17040 3.83755 -0.12 -0.25 -0.28
H -1.95864 4.72144 2.98711 -0.35 0.13 0.46
H -0.05276 4.50351 3.30941 0.58 -0.17 0.07
C -2.94025 -1.94715 2.88865 -1.35 0.58 -0.10
C -2.87498 -0.41865 2.84749 2.46 -0.93 -0.38
O -1.54289 -0.10766 3.32563 -0.85 0.94 0.85
H -2.62197 -2.27912 3.87688 -0.04 -0.20 -0.13
H -2.36473 -2.40893 2.08637 0.33 0.20 0.24
H -3.97111 -2.23720 2.68551 -0.18 -0.38 0.24
H -3.59127 0.11176 3.47493 0.06 -0.20 -0.03
H -2.91294 -0.08450 1.81066 -0.66 0.22 0.11
H -0.87879 -0.45185 2.72388 0.13 -0.01 -0.43
C 1.15206 3.53453 -0.16888 0.19 1.01 -0.28
C 0.55915 4.38721 -1.29915 -0.41 -0.17 -0.04
O 0.61334 5.76204 -0.99395 0.39 0.92 0.70
H 1.17106 2.48122 -0.44867 0.21 0.08 0.04
H 0.71292 3.64622 0.82247 -0.74 0.00 -0.39
H 2.14880 3.93063 0.02527 0.38 -0.43 -0.40
H -0.49238 4.20929 -1.52438 -0.20 -0.84 0.13
H 1.10170 4.27772 -2.23817 0.26 -0.70 0.01
H 0.32451 6.22908 -1.78138 -0.01 0.16 0.09
C 3.98227 -0.41548 1.14339 -0.52 -0.67 0.06
C 4.11748 0.75805 0.19352 -0.42 -0.70 0.91
O 5.50698 1.02445 0.15387 0.08 0.43 -0.47
H 2.96122 -0.69790 1.39989 -0.28 0.33 -0.31
H 4.45003 -0.26082 2.11569 0.33 0.27 -0.23
H 4.40983 -1.29251 0.65749 0.30 -0.10 0.17
H 3.50838 1.59034 0.54619 0.22 0.31 0.07
H 3.74460 0.47716 -0.79146 -0.03 -0.08 -0.19
H 5.64683 1.57822 -0.61774 0.26 0.24 0.01
C -0.16501 -2.15878 -4.69919 0.34 -0.59 -0.45
C -0.00584 -3.63542 -5.07076 0.04 0.54 0.21
O -0.19514 -4.45961 -3.90370 0.15 0.21 0.43
H -1.14532 -1.97926 -4.25776 0.25 0.18 0.13
H -0.07121 -1.55100 -5.59914 -0.31 -0.06 -0.14
H 0.67067 -1.81800 -4.08795 -0.30 -0.11 0.48
H 0.99336 -3.78820 -5.47860 0.01 -0.14 -0.10
H -0.75410 -3.91373 -5.81289 0.04 -0.07 -0.10
H 0.27898 -5.28941 -3.99448 -0.12 -0.14 -0.42
C 0.65616 -2.96318 4.62952 -0.75 -0.07 0.04
C 0.40985 -2.15071 5.90283 0.50 0.54 -0.02
O 0.86664 -2.76072 7.11270 0.03 -0.32 -0.22
H 0.28004 -2.42677 3.75837 0.09 0.44 0.04
H 0.02755 -3.85346 4.64810 0.25 -0.36 0.20
H 1.69405 -3.22737 4.42679 0.03 0.02 0.32
H -0.64624 -1.91862 6.04034 -0.05 -0.19 -0.20
H 0.92555 -1.19202 5.84747 -0.14 0.19 -0.40
H 1.73434 -2.38469 7.27801 0.02 -0.21 0.17
C 3.04971 1.73874 -3.40342 0.20 1.65 -0.39
C 3.42096 3.24886 -3.64369 0.57 -0.47 0.17
O 3.94897 3.87594 -2.47884 -0.13 -0.55 0.48
H 2.25233 1.60905 -2.67166 -0.10 0.13 -0.15
H 3.89553 1.13133 -3.08133 0.18 0.29 -0.03
H 2.74836 1.39606 -4.39329 -0.26 -0.31 0.13
H 2.61596 3.86741 -4.04052 -0.61 -0.42 0.11
H 4.18622 3.30973 -4.41751 0.19 -0.36 -0.23
H 4.05076 4.81883 -2.62788 -0.05 0.01 -0.09
O -4.15678 -1.39110 -0.13207 -0.36 0.57 -0.22
H -5.08460 -1.60274 -0.02917 -0.34 0.04 0.03
H -3.70864 -2.23353 -0.05641 0.66 -0.79 0.32
O -2.58732 -3.74770 -0.10056 -1.22 0.03 -0.50
H -1.72020 -3.57401 0.26574 0.73 0.21 0.62
H -2.48226 -3.60959 -1.04190 0.09 -0.26 -0.37
O -2.14717 0.66058 -4.53978 0.66 0.75 -0.87
H -2.66090 0.49389 -5.33004 -0.07 0.09 -0.21
H -2.53682 0.09178 -3.87580 -0.23 -0.28 0.46
O 1.64042 1.76006 2.59385 0.79 -0.28 -0.13
H 1.17982 1.10024 2.07549 -0.09 -0.44 -0.04
H 1.02516 2.49091 2.65342 -0.42 0.24 0.27
O -0.14338 -3.31275 0.90938 -0.45 0.25 0.78
H 0.18518 -3.67697 0.08741 0.81 -0.28 -0.97
H 0.04053 -3.98856 1.56182 0.02 -0.11 0.46
O 1.06339 -4.07805 -1.30552 0.25 -0.10 0.22
H 1.93873 -4.45694 -1.22509 0.31 0.01 0.23
H 0.76314 -4.34956 -2.17292 -0.57 0.19 -0.71
O -3.22229 -0.81555 -2.76413 -0.18 -0.33 -0.03
H -2.96563 -1.73352 -2.67651 0.02 -0.20 0.01
H -3.34719 -0.51434 -1.86418 -0.22 -0.07 0.44
O -4.24789 1.40387 0.01754 -0.08 0.33 0.00
H -4.22111 0.48385 -0.24534 -0.01 -0.48 0.21
H -3.87903 1.87734 -0.72811 0.06 0.31 -0.18
```
Forces are in eV/Å.

Energy above the lowest of the compared OMol25 structures with the same formula, charge and spin   85.67 kJ/mol
Total energy   -1851.7351 a.u.
HOMO energy   -9.300 eV
Lowest unoccupied orbital energy   -0.01176 hartree
Orbital gap   9.0 eV